1.
# C15H20O11S2

A gas-phase ion, C15H20O11S2 (charge -2) (wB97M-V/def2-TZVPD, the OMol25 dataset).

The HOMO energy is -2.7 eV. The maximum force comes out at 3.6 eV/Å. Its net charge is -2. As for the SMILES: O=S(=O)([O-])OC[C@H]1OCC[C@@H](OCCCOc2ccccc2)[C@H]1OS(=O)(=O)[O-]. The value obtained for the gap between HOMO and LUMO is 6.3 eV.

```
48
Properties=species:S:1:pos:R:3:forces:R:3
O -4.661655 3.007156 -5.242456 1.12 1.04 1.32
S -3.856955 1.818072 -5.422479 -1.39 -1.64 -2.15
O -3.203108 1.825239 -6.748902 0.98 0.16 1.86
O -4.683214 0.649750 -5.265626 -0.68 -1.44 0.11
O -2.825686 1.548349 -4.117054 -0.38 0.66 -1.03
C -1.661269 0.693000 -4.250304 1.59 1.89 0.42
C -1.618064 -0.439873 -3.221347 -0.41 -0.39 1.23
O -1.785714 -1.791330 -3.767326 0.03 0.83 0.36
C -1.998900 -2.787614 -2.737855 0.21 2.42 -0.05
C -0.773452 -2.739581 -1.802715 -0.81 -0.74 -0.10
C -0.421646 -1.403552 -1.155760 -0.29 -0.96 -2.33
O 0.764070 -1.611778 -0.459593 -0.65 -0.63 1.22
C 1.183399 -0.561815 0.375130 0.49 0.89 -0.44
C 1.710332 -0.988108 1.710998 1.97 -2.96 0.44
C 2.342138 0.160242 2.499732 -1.67 0.70 -0.10
O 2.494308 -0.184317 3.898340 -1.04 1.78 0.85
C 1.828956 0.549823 4.942556 0.46 0.05 -2.44
C 1.396377 1.916833 4.935376 0.36 -1.85 -0.49
C 0.541523 2.291894 5.994456 2.15 -0.40 -1.74
C 0.372552 1.483271 7.075914 1.03 -1.41 -0.35
C 0.978377 0.208277 7.132215 -0.97 0.95 1.22
C 1.618987 -0.278997 6.022922 0.05 -0.28 0.64
C -0.352072 -0.322731 -2.249079 -0.74 -1.25 -1.99
O 0.825021 -0.401701 -3.068435 0.90 1.25 1.18
S 1.961410 0.934054 -3.064610 1.79 0.57 -1.87
O 3.293131 0.601786 -2.603756 0.02 -2.25 1.35
O 1.457697 2.019379 -2.295269 -2.36 0.68 1.89
O 2.072593 1.262635 -4.453531 -1.10 -0.51 -1.62
H -0.893029 1.523532 -3.989560 -0.34 -2.17 -0.72
H -1.506576 0.237687 -5.224381 -0.15 0.52 -0.36
H -2.541098 -0.208978 -2.668264 0.14 -0.32 0.56
H -1.986618 -3.718503 -3.281332 -0.25 -0.43 0.00
H -3.011058 -2.610258 -2.247028 1.11 -0.22 -0.33
H -0.897412 -3.545449 -1.072611 0.21 0.16 0.29
H 0.034985 -3.005582 -2.452066 0.78 -0.23 -0.27
H -1.269748 -1.138279 -0.572386 -0.68 0.53 1.31
H 1.952600 -0.142460 -0.222163 1.09 1.19 -0.19
H 0.462906 0.247987 0.576142 -0.41 -0.41 -0.45
H 0.899862 -1.552429 2.222161 0.43 0.74 0.28
H 2.558097 -1.783693 1.605506 -1.48 1.10 -0.16
H 3.320091 0.460916 2.157046 0.29 -0.23 -0.39
H 1.663741 1.017763 2.250582 0.50 -0.17 1.09
H 1.723556 2.599712 4.119355 -0.62 -0.63 0.70
H 0.220876 3.286597 5.941780 -0.82 1.27 0.31
H -0.120593 1.870638 7.902882 -0.99 0.44 1.46
H 0.903983 -0.308937 8.112365 0.06 -0.05 -1.05
H 1.987945 -1.294824 5.964599 0.07 0.07 0.03
H -0.501646 0.606198 -1.784165 0.42 1.68 0.49
```
Forces are in eV/Å.

Mulliken atomic charge list, values in e, 2 entries:
1. O -0.67
2. S 1.11


2.
# C15H20O4

A single C15H20O4 molecule (wB97M-V/def2-TZVPD, the OMol25 dataset).

The HOMO energy is -8.2 eV. The maximum force comes out at 1.7 eV/Å. As for the SMILES: COc1ccc([C@@H](OC)C(C)(C(C)=O)C(C)=O)cc1. The value obtained for the gap between HOMO and LUMO is 8.9 eV.

```
39
Properties=species:S:1:pos:R:3:forces:R:3
C 5.068841 -1.321467 -1.822903 -0.47 0.59 -0.02
O 4.375449 -0.057416 -1.743114 0.22 -0.54 -0.33
C 3.020589 -0.052642 -1.645528 -0.81 -0.04 0.45
C 2.405800 1.223357 -1.563914 0.61 -0.79 -0.04
C 1.072062 1.321432 -1.220685 -0.23 -0.54 0.08
C 0.330603 0.164605 -0.931924 -0.44 -0.04 -0.10
C -1.075772 0.273477 -0.321039 0.53 0.37 -1.63
O -1.852211 -0.815823 -0.782775 -0.57 -0.30 0.15
C -3.085536 -0.540538 -1.445034 0.24 0.30 -0.03
C -1.066581 0.211903 1.202931 0.19 0.19 0.88
C -0.358838 -1.043211 1.691387 -0.08 -0.16 0.16
C -0.243622 1.440343 1.689925 0.94 -0.33 0.26
C -0.845075 2.794846 1.523349 -0.19 0.60 0.31
O 0.896306 1.305240 2.114647 -1.47 -0.02 -0.37
C -2.586366 0.248807 1.602849 0.02 0.88 -0.88
C -3.138561 -0.912722 2.361213 -0.39 -0.13 0.50
O -3.310543 1.152561 1.201704 0.71 -0.95 0.59
C 0.886931 -1.094397 -1.184515 -0.20 0.48 -0.01
C 2.221567 -1.216183 -1.546277 0.72 0.42 -0.05
H 6.124092 -1.044951 -1.824758 -0.16 -0.19 -0.01
H 4.839115 -1.960637 -0.959984 0.05 0.20 -0.12
H 4.809629 -1.853130 -2.748495 0.07 0.12 0.17
H 3.027965 2.100166 -1.718996 -0.12 -0.11 -0.01
H 0.582911 2.296002 -1.185726 0.22 -0.20 0.15
H -1.495515 1.245756 -0.643011 -0.12 -0.41 0.13
H -3.625244 -1.495156 -1.479087 0.10 0.31 -0.09
H -3.684317 0.211346 -0.902070 0.21 -0.33 -0.22
H -2.884644 -0.178454 -2.466121 -0.17 -0.12 0.19
H -0.828772 -1.932199 1.256050 0.14 0.11 0.20
H 0.694089 -1.009810 1.403743 -0.23 -0.03 0.12
H -0.410328 -1.075839 2.786423 0.14 -0.18 -0.26
H -1.935531 2.768185 1.516788 0.23 0.07 -0.15
H -0.497299 3.416620 2.354473 0.04 0.00 -0.24
H -0.486171 3.238675 0.584437 -0.09 -0.09 0.22
H -2.477070 -1.182893 3.188868 -0.14 -0.12 -0.17
H -4.122415 -0.648653 2.762580 0.17 -0.03 -0.17
H -3.252743 -1.783344 1.694610 0.20 0.30 0.17
H 0.257148 -1.982743 -1.107747 0.24 0.29 0.12
H 2.650054 -2.211105 -1.692274 -0.11 0.41 0.03
```
Forces are in eV/Å.

Mulliken atomic charge list, values in e, 2 entries:
1. C -0.81
2. O -0.42


3.
# C15H20O6

A single C15H20O6 molecule (wB97M-V/def2-TZVPD, the OMol25 dataset).

The HOMO energy is -10.0 eV. The maximum force comes out at 6.7 eV/Å. As for the SMILES: C[C@@]12COC(=O)[C@]1(C)[C@H](O)[C@]13CC(=O)O[C@@]1(C)CC[C@]23O. The value obtained for the gap between HOMO and LUMO is 10.4 eV.

```
41
Properties=species:S:1:pos:R:3:forces:R:3
C -0.356771 2.943136 -0.502349 0.40 -2.63 2.79
C 0.014291 1.368030 -0.900120 0.87 2.02 0.21
C 0.152448 1.468769 -2.426794 -3.30 0.54 -1.93
O 1.452237 1.078955 -2.986238 -2.89 -0.19 0.30
C 2.122639 0.711795 -1.952750 6.33 0.50 2.25
O 3.367859 0.634486 -1.962956 -2.54 -0.80 -0.92
C 1.466718 0.784488 -0.593840 -1.17 1.63 2.03
C 2.404918 1.686625 0.329136 0.41 -0.65 -0.90
C 1.186279 -0.634342 -0.011361 -0.26 0.94 0.32
O 1.139075 -1.474748 -1.067523 -1.45 -1.91 -3.10
C -0.164952 -0.563561 0.757829 1.99 0.39 -1.72
C 0.128087 -0.135614 2.195504 -2.89 3.19 -2.36
C -1.064425 -0.705884 2.935754 0.66 -1.11 3.42
O -1.188922 -0.677636 4.160170 -0.45 0.20 -2.96
O -1.843948 -1.493577 2.111726 0.57 1.48 0.80
C -1.054858 -1.769798 0.933184 -0.84 -0.76 -1.05
C -0.354866 -3.033684 1.214627 2.47 -0.83 -2.00
C -1.957920 -1.899706 -0.310029 -0.56 0.22 0.07
C -1.831182 -0.589876 -1.145940 1.71 -0.67 -0.08
C -0.940377 0.358712 -0.211415 -2.65 -0.93 -0.54
O -1.972298 0.935671 0.554033 -0.40 1.96 0.86
H -1.315378 3.338155 -0.817694 -0.21 -0.58 -0.58
H 0.410752 3.643843 -0.750275 0.68 0.14 -0.47
H -0.434754 2.942769 0.618486 0.10 0.21 -0.85
H 0.058973 2.553441 -2.636827 0.12 -0.86 -0.47
H -0.745153 0.935144 -2.924961 1.84 0.70 0.26
H 3.442116 1.403496 0.100128 -0.35 -0.35 0.25
H 2.405818 2.717728 -0.018523 -0.49 0.16 0.18
H 2.287781 1.642820 1.421762 -0.51 -0.09 -0.48
H 1.987314 -0.930819 0.577837 1.52 -0.30 1.67
H 1.779428 -2.178311 -1.162370 0.38 0.20 0.53
H 0.090132 1.003871 2.157569 -0.07 -1.33 0.76
H 1.100995 -0.402532 2.457375 1.23 -0.82 1.11
H -0.969579 -3.829113 1.533625 -0.98 -0.74 0.38
H 0.160350 -3.358611 0.257254 -0.60 0.19 1.07
H 0.448705 -2.919310 1.920777 0.28 0.15 0.64
H -1.615173 -2.701219 -0.951140 0.26 -0.28 0.13
H -2.977144 -2.217102 -0.011506 0.38 0.55 -0.07
H -2.818540 -0.132329 -1.377288 0.94 -0.05 -0.10
H -1.250731 -0.869545 -2.058157 -0.81 0.36 0.47
H -2.749944 0.365384 0.543279 0.25 0.16 0.07
```
Forces are in eV/Å.

Mulliken atomic charge list, values in e, 2 entries:
1. C -1.70
2. C 0.50


4.
# C15H21AuNO4SbSi

A molecular structure, C15H21AuNO4SbSi (wB97M-V/def2-TZVPD, the OMol25 dataset).

The HOMO energy (alpha / beta) is -8.5 / -8.5 eV. The maximum force comes out at 1.6 eV/Å. The value obtained for the gap between HOMO and LUMO (alpha / beta) is 6.6 / 6.5 eV.

```
44
Properties=species:S:1:pos:R:3:forces:R:3
Au -0.765884 -1.055240 -0.191510 0.47 0.41 -0.65
O -1.398362 -3.665743 -3.471402 -0.01 -0.13 0.27
C -1.113847 -2.989519 -2.491489 0.14 -0.03 -0.38
O -1.053926 -1.730003 -2.388235 -0.29 -0.29 -0.07
C -0.683875 -3.779686 -1.226736 0.00 0.02 0.07
C -0.726773 -5.163863 -1.206000 0.04 0.00 0.02
C -0.286954 -5.833081 -0.078838 -0.03 -0.04 -0.04
C 0.233044 -5.112488 0.985779 0.08 0.05 0.08
C 0.259108 -3.732797 0.915928 0.12 0.08 -0.13
N -0.224952 -3.095385 -0.163908 -0.14 -0.11 -0.04
C 0.952931 -2.939052 2.029783 -0.14 -0.22 -0.35
O 1.474608 -3.570743 2.919405 -0.03 0.13 0.16
O 0.960399 -1.639840 1.919487 0.09 -0.53 0.48
H -1.104250 -5.668244 -2.083692 0.00 0.03 -0.01
H -0.327065 -6.913698 -0.034489 0.01 0.00 0.01
H 0.636498 -5.585467 1.868434 -0.01 -0.01 0.00
C 3.559498 -1.342300 0.953116 0.15 -0.18 -0.45
Sb 1.747041 -0.437461 0.345837 -0.61 0.85 1.19
C 2.116231 0.493201 -1.541055 -0.18 -0.31 -0.21
C 1.539424 1.193415 1.651816 0.16 0.10 -0.13
H 4.305443 -0.547570 0.972755 0.03 -0.01 -0.06
H 3.874910 -2.122193 0.262955 0.07 0.01 0.01
H 3.410662 -1.756662 1.945871 -0.04 0.06 -0.01
H 3.166752 0.772312 -1.610614 0.03 -0.05 0.08
H 1.465811 1.366279 -1.559184 -0.04 -0.03 0.04
H 1.838278 -0.178766 -2.350296 0.01 0.03 -0.02
H 2.518713 1.607132 1.892357 0.00 -0.02 0.02
H 1.048595 0.825770 2.547882 0.02 -0.03 0.01
H 0.912698 1.935028 1.163422 0.02 -0.01 0.02
C -1.200996 4.559068 1.463562 0.01 -0.02 -0.01
Si -1.845868 3.830808 -0.134727 -0.04 0.01 -0.04
C -3.697386 4.037169 -0.249142 0.01 -0.02 0.01
C -1.000408 4.626525 -1.600196 0.00 0.01 0.02
C -1.451018 2.036254 -0.153203 -0.03 -0.04 -0.02
C -1.219332 0.842496 -0.160701 0.15 0.26 0.16
H -1.417114 5.628098 1.522805 0.00 0.00 0.00
H -0.119409 4.431418 1.547169 0.00 0.01 0.00
H -1.662191 4.070460 2.323706 0.00 0.01 0.00
H -3.975012 5.093262 -0.271350 0.00 0.00 0.00
H -4.191562 3.572209 0.605661 0.00 0.01 0.00
H -4.081938 3.562877 -1.153475 0.00 0.01 -0.01
H -1.225528 5.694324 -1.649031 0.00 0.00 0.00
H -1.331128 4.165924 -2.532502 0.00 0.00 0.00
H 0.084137 4.515782 -1.535955 0.00 0.00 0.00
```
Forces are in eV/Å.

Mulliken atomic charge list, values in e, 2 entries:
1. Au 0.39
2. O -0.70